# 1
{"formula": "C3H3O3P", "method": "ωB97M-V/def2-TZVPD", "species": ["C", "C", "P", "O", "H", "H", "H", "O", "C", "O"], "coordinates": [[0.3329, -1.4180, 0.5814], [1.0509, -1.2579, -0.5128], [0.6777, 0.0426, -1.8518], [-0.5067, 0.8188, -1.4778], [-0.3688, -0.5968, 0.9974], [0.4737, -2.2998, 1.3297], [1.5718, -2.2162, -0.9153], [-1.6561, 2.1740, 1.5887], [-1.0981, 2.3237, 0.6089], [-0.4773, 2.4296, -0.3484]], "lowdin_charge": [-0.101, -0.406, 0.877, -0.505, 0.073, 0.087, 0.069, 0.218, -0.439, 0.128], "e_tot_ev": -18588.9432, "orbital_gap_ev": 8.534, "smiles": "C=CP=O.O=C=O"}

---

# 2
{"formula": "C3H3O3Pb", "method": "ωB97M-V/def2-TZVPD", "species": ["C", "C", "O", "O", "C", "H", "H", "H", "O", "Pb"], "coordinates": [[0.8651, -0.0218, -1.0922], [-0.3690, 0.8130, 1.3946], [1.4895, 0.8027, -0.4455], [-0.2865, -0.5973, -0.5084], [-0.6212, -0.3898, 0.8351], [0.0387, 0.8333, 2.4047], [-0.6504, 1.7393, 0.8933], [-0.5008, -1.3257, 1.3856], [0.8618, -0.3011, -2.3202], [-0.8273, -1.5525, -2.5469]], "lowdin_charge": [-0.756, 0.069, 0.095, -0.317, -0.167, 0.077, 0.084, 0.115, -0.264, 1.065], "s_squared": 0.753, "e_tot_ev": -14547.2882, "orbital_gap_ev": [6.170, 9.079], "spin_multiplicity": 2}

---

# 3
{"formula": "C3H3O3S", "method": "ωB97M-V/def2-TZVPD", "species": ["C", "C", "C", "O", "O", "O", "S", "H", "H", "H"], "coordinates": [[-1.9937, 0.0926, 0.5796], [-1.4660, -0.7010, -0.5660], [-2.4319, 0.5246, -0.6023], [2.9488, -1.2748, 1.1457], [2.9345, -0.3570, -1.2282], [2.4637, 1.1864, 0.6932], [2.5238, -0.1955, 0.1996], [-1.9077, 0.1139, 1.6804], [-0.3463, -0.6150, -0.5538], [-2.7252, 1.2257, -1.3483]], "lowdin_charge": [-0.112, -0.047, -0.066, -0.483, -0.481, -0.470, 0.471, 0.096, 0.034, 0.059], "charge": -1, "e_tot_ev": -20132.7804, "orbital_gap_ev": [6.204, 8.363]}

---

# 4
{"formula": "C3H3O3S", "method": "ωB97M-V/def2-TZVPD", "species": ["C", "C", "C", "O", "O", "O", "S", "H", "H", "H"], "coordinates": [[0.4056, 0.4614, 0.6854], [0.2940, -0.6728, 1.1004], [0.9745, 1.7495, 0.4945], [-2.6063, -1.2791, -0.9262], [-0.4788, -1.9243, -2.0272], [-0.7277, -2.2504, 0.4770], [-1.4280, -2.1538, -0.9324], [1.7987, 1.8690, 1.1707], [1.5124, 1.5921, -0.4581], [0.2556, 2.6084, 0.4158]], "lowdin_charge": [-0.278, 0.023, -0.176, -0.453, -0.450, -0.464, 0.582, 0.058, 0.075, 0.082], "charge": -1, "e_tot_ev": -20133.3316, "orbital_gap_ev": [7.852, 7.377]}

---

# 5
{"formula": "C3H3O3S2", "method": "ωB97M-V/def2-TZVPD", "species": ["C", "C", "C", "O", "O", "O", "S", "S", "H", "H", "H"], "coordinates": [[-3.1760, 0.1818, 0.4724], [0.4473, 0.7924, 0.7014], [1.9570, -1.1062, -1.0444], [-3.4447, -0.3648, -0.4827], [-2.9172, 0.6877, 1.4818], [2.7323, -1.8872, -1.2304], [-0.4070, 0.8097, -0.7148], [1.9079, 1.6455, 0.8827], [0.8719, -1.2853, -1.2053], [-0.2764, 0.7227, 1.6312], [2.3050, -0.1963, -0.4919]], "lowdin_charge": [-0.544, -1.291, -0.311, 0.177, 0.154, 0.024, 0.470, 0.324, 0.018, 0.008, -0.030], "charge": -1, "e_tot_ev": -30972.8035, "orbital_gap_ev": 6.766}

---

# 6
{"formula": "C3H3P", "method": "ωB97M-V/def2-TZVPD", "species": ["C", "C", "C", "P", "H", "H", "H"], "coordinates": [[-1.1144, 0.6533, 2.3187], [-0.9054, 0.7058, 1.1411], [0.8849, -0.5874, -1.7164], [0.5314, 1.0033, -1.4728], [-1.4242, 0.5294, 3.3207], [1.3933, -0.9549, -2.5996], [0.6343, -1.3496, -0.9917]], "lowdin_charge": [-0.187, -0.210, -0.468, 0.909, -0.029, -0.009, -0.007], "e_tot_ev": -12441.4869, "orbital_gap_ev": [7.177, 7.098]}

---

# 7
{"formula": "C3H3P3", "method": "ωB97M-V/def2-TZVPD", "species": ["C", "C", "C", "P", "P", "P", "H", "H", "H"], "coordinates": [[1.3128, 0.8790, 0.1719], [0.9160, -0.4528, 0.0355], [-0.4889, -0.4349, -0.0837], [0.8929, 2.5062, 0.0114], [1.8082, -1.8639, 0.0934], [-1.8548, 0.4261, 0.0522], [-0.6150, 2.2730, 0.0110], [0.7016, -2.6730, -0.1380], [-2.6726, -0.6598, -0.1537]], "lowdin_charge": [-0.517, -0.972, -0.527, 0.762, 0.934, 0.821, -0.226, -0.132, -0.145], "e_tot_ev": -31018.5938, "orbital_gap_ev": [6.676, 6.527]}

---

# 8
{"formula": "C3H3P3", "method": "ωB97M-V/def2-TZVPD", "species": ["C", "C", "C", "P", "P", "P", "H", "H", "H"], "coordinates": [[0.4939, -1.3367, -0.0655], [1.5616, 1.0395, 0.0547], [-0.8876, 0.0201, 0.0554], [1.9914, -0.7235, 0.0384], [-0.0659, 1.5593, 0.0779], [-2.4885, -0.5675, 0.0329], [0.3996, -2.4345, -0.0426], [2.2187, 1.7575, -0.1937], [-3.2233, 0.6858, 0.0424]], "lowdin_charge": [-0.478, -0.683, -0.938, 0.775, 0.780, 0.780, -0.007, -0.083, -0.145], "e_tot_ev": -31021.3286, "orbital_gap_ev": [7.154, 7.153]}